Entry 1
This record from OMol25 describes one molecule with the formula C21H35N3O4. The level of theory is wB97M-V/def2-TZVPD.

Results
Spin multiplicity: 1
SMILES: C=CCC1(C(=O)N[C@H](C)C(=O)NCC(C)C)CN(C(=O)[C@H](C)C2(O)CCC2)C1
Net charge: 0

```
63
C21H35N3O4 (wB97M-V/def2-TZVPD)
C 1.3101 -2.2916 -1.1007
C 1.2639 -2.2177 0.2199
C 1.8884 -1.1115 1.0222
C 0.9048 -0.0719 1.6116
C 1.2638 1.2958 1.0524
O 1.9884 2.0734 1.6510
N 0.7662 1.5574 -0.1742
C 1.0531 2.7730 -0.8963
C 0.2249 3.9424 -0.3695
C 0.7381 2.4950 -2.3657
O 0.0753 1.5253 -2.7018
N 1.2200 3.3956 -3.2427
C 1.0036 3.2793 -4.6729
C 1.9421 2.2930 -5.3571
C 3.4069 2.6472 -5.1407
C 1.6090 2.2020 -6.8405
C -0.6171 -0.4046 1.5611
N -0.5860 -0.5195 3.0183
C -1.5116 -0.8197 3.9687
O -1.4217 -0.3966 5.1052
C -2.6825 -1.6771 3.5056
C -3.9670 -1.2560 4.2021
C -2.4122 -3.1710 3.6629
O -2.4762 -3.4813 5.0349
C -3.2872 -4.0195 2.6994
C -2.1084 -4.0413 1.7023
C -1.1770 -3.6890 2.8829
C 0.7940 -0.0561 3.1583
H 0.8480 -3.1118 -1.6350
H 1.8118 -1.5330 -1.6919
H 0.7519 -2.9975 0.7761
H 2.4543 -1.5653 1.8402
H 2.6393 -0.6135 0.4047
H 0.2437 0.8703 -0.7035
H 2.1177 3.0029 -0.7902
H 0.4427 4.8648 -0.9114
H -0.8403 3.7299 -0.4712
H 0.4501 4.1083 0.6825
H 1.7621 4.1675 -2.8955
H -0.0319 2.9858 -4.8502
H 1.1265 4.2729 -5.1133
H 1.7591 1.3080 -4.9156
H 3.6388 3.6362 -5.5483
H 3.6681 2.6492 -4.0810
H 4.0563 1.9232 -5.6338
H 1.7639 3.1617 -7.3420
H 2.2404 1.4631 -7.3347
H 0.5700 1.9054 -6.9971
H -1.2580 0.4128 1.2253
H -0.8761 -1.3283 1.0424
H -2.8161 -1.4881 2.4335
H -4.1661 -0.1979 4.0322
H -4.8179 -1.8294 3.8314
H -3.8906 -1.4101 5.2757
H -2.2250 -4.4022 5.1488
H -3.5032 -5.0032 3.1183
H -4.2345 -3.5850 2.3746
H -1.9168 -4.9867 1.1988
H -2.1699 -3.2469 0.9608
H -0.3569 -2.9898 2.7181
H -0.7524 -4.5757 3.3581
H 1.4261 -0.7784 3.6766
H 0.8791 0.9255 3.6201
```

***

Entry 2
This record from OMol25 describes one molecule with the formula C21H35N3O4. The level of theory is wB97M-V/def2-TZVPD.

Results
Spin multiplicity: 1
SMILES: C=CCC1(C(=O)N[C@H](C)C(=O)NCC(C)C)CN(C(=O)[C@H](C)C2(O)CCC2)C1
Net charge: 0

```
63
C21H35N3O4 (wB97M-V/def2-TZVPD)
C 1.4567 -2.6915 -0.8582
C 1.5390 -1.4161 -0.5089
C 1.8060 -0.2936 -1.4670
C 0.6346 0.6935 -1.5748
C -0.5792 -0.0683 -2.0571
O -0.7088 -0.3627 -3.2329
N -1.4566 -0.4499 -1.0970
C -2.4091 -1.5095 -1.3477
C -3.8217 -0.9733 -1.5728
C -2.3664 -2.4343 -0.1338
O -2.0182 -2.0257 0.9641
N -2.7704 -3.7024 -0.3520
C -2.7547 -4.6978 0.7075
C -1.3609 -5.2505 1.0063
C -0.7584 -5.9349 -0.2151
C -1.4395 -6.2055 2.1912
C 0.4987 1.6212 -0.3366
N 1.0964 2.6863 -1.1422
C 1.0682 4.0431 -1.0113
O 1.2081 4.7629 -1.9797
C 0.8785 4.5654 0.4087
C 0.0609 5.8521 0.3774
C 2.2260 4.7743 1.1184
O 2.8602 5.8623 0.4919
C 2.0492 4.8257 2.6590
C 2.4237 3.3288 2.7111
C 3.0560 3.4815 1.3113
C 0.9971 1.9490 -2.4015
H 1.2467 -3.4641 -0.1293
H 1.6023 -3.0021 -1.8871
H 1.3816 -1.1456 0.5331
H 2.6868 0.2754 -1.1502
H 2.0077 -0.6927 -2.4633
H -1.2065 -0.3501 -0.1222
H -2.0774 -2.0460 -2.2400
H -4.5232 -1.7842 -1.7729
H -4.1616 -0.4276 -0.6919
H -3.8170 -0.2969 -2.4263
H -2.9478 -3.9905 -1.2985
H -3.1651 -4.2347 1.6054
H -3.4224 -5.5110 0.4124
H -0.7339 -4.3975 1.2826
H -1.3731 -6.7859 -0.5235
H -0.6729 -5.2509 -1.0614
H 0.2415 -6.3130 0.0039
H -2.0800 -7.0606 1.9575
H -0.4526 -6.5922 2.4477
H -1.8471 -5.7107 3.0743
H -0.5345 1.8293 -0.0427
H 1.0755 1.3285 0.5445
H 0.3442 3.8037 0.9850
H -0.9414 5.6604 -0.0067
H -0.0295 6.2784 1.3769
H 0.5431 6.5772 -0.2726
H 3.7329 5.9732 0.8814
H 2.8285 5.4465 3.1053
H 1.0813 5.1356 3.0516
H 3.0748 3.0044 3.5198
H 1.5418 2.6877 2.6976
H 2.9464 2.6832 0.5794
H 4.1151 3.7375 1.3911
H 1.9246 1.8949 -2.9708
H 0.1962 2.3107 -3.0484
```

***

entry 2 is favored, and the nearest alternative lies 0.417 eV above it.

***

Entry 1
This record from OMol25 describes a 2-piece molecular cluster, C3H11NO3 overall. The level of theory is wB97M-V/def2-TZVPD.

Results
Spin multiplicity: 1
SMILES: CN(C)O.COO
Net charge: 0

```
18
C3H11NO3 (wB97M-V/def2-TZVPD)
C 3.1057 -0.5153 -0.2000
O 2.0745 -0.6339 0.7453
O -0.1570 1.3117 0.2352
H 0.6561 0.8200 0.4305
H 2.7020 -0.2893 -1.1912
H 3.7117 -1.4244 -0.2454
H 3.7054 0.3190 0.1591
C -1.6839 0.4794 -1.3221
C -2.1611 0.4049 1.0302
N -1.1417 0.2930 0.0073
O 1.1552 -1.6376 0.3106
H 0.7434 -1.9390 1.1445
H -0.8707 0.3944 -2.0399
H -1.6884 0.3182 2.0071
H -2.1694 1.4571 -1.4446
H -2.4112 -0.3080 -1.5083
H -2.8693 -0.4109 0.8973
H -2.7015 1.3607 0.9844
```

***

Entry 2
This record from OMol25 describes a 2-piece molecular cluster, C3H11NO3 overall. The level of theory is wB97M-V/def2-TZVPD.

Results
Spin multiplicity: 1
SMILES: NC(CO)CO.O
Net charge: 0

```
18
C3H11NO3 (wB97M-V/def2-TZVPD)
C -0.1531 -0.9072 1.0933
O -1.3814 -0.3523 0.7578
C 1.0318 0.1369 0.5792
C 0.5131 1.5176 1.1323
O 1.4240 2.5954 0.8840
N 2.3469 -0.2224 1.1496
H -0.1220 -1.1926 2.1231
H -0.0431 -1.8398 0.4159
H -1.8276 0.1968 1.4708
H 1.0519 -0.0414 -0.5224
H 0.2581 1.6847 2.2314
H -0.4286 1.9513 0.5289
H 2.3277 2.4438 1.0822
H 2.3805 -0.3070 2.1960
H 3.1428 0.1206 0.7026
H -3.0761 -1.7532 -5.9293
H -3.5579 -2.3305 -4.5729
O -3.8872 -1.7007 -5.3226
```

***

entry 2 is favored, and the nearest alternative lies 2.827 eV above it.

***

Entry 1
This record from OMol25 describes a 3-piece molecular cluster, C3H11NO3 overall. The level of theory is wB97M-V/def2-TZVPD.

Results
Spin multiplicity: 1
SMILES: C[C@H](N)C=O.O.O
Net charge: 0

```
18
C3H11NO3 (wB97M-V/def2-TZVPD)
O 1.2974 -0.8651 -3.1755
C 0.9992 -1.0106 -2.0238
C 1.0747 0.0560 -0.8728
C 2.4299 0.9035 -0.9365
N 0.8535 -0.5638 0.4074
H 0.5234 -2.0152 -1.6201
H 0.2110 0.7534 -1.0539
H 3.5283 0.5567 -1.0639
H 2.2190 1.9363 -1.4770
H 2.4720 1.5584 0.0931
H 0.4312 -1.4883 0.5257
H 0.4180 0.0358 1.1945
H -1.1939 1.6377 3.9634
H -1.9305 0.3756 3.5462
O -1.1502 0.9599 3.3472
H -3.6184 -0.6266 0.9859
H -4.5841 0.4982 0.9572
O -4.0814 0.0341 1.5903
```

***

Entry 2
This record from OMol25 describes a 3-piece molecular cluster, C3H11NO3 overall. The level of theory is wB97M-V/def2-TZVPD.

Results
Spin multiplicity: 1
SMILES: C[C@@H](N)C=O.O.O
Net charge: 0

```
18
C3H11NO3 (wB97M-V/def2-TZVPD)
O 1.2953 -0.9521 0.0534
C 0.3574 -0.5846 0.7493
C 0.1519 0.9583 0.8173
C 1.4086 1.8429 0.9390
N -0.6256 1.4716 -0.3662
H -0.2617 -1.2769 1.4745
H -0.4209 1.0986 1.6834
H 1.0988 2.7296 1.3684
H 2.0898 1.9872 0.1399
H 1.9464 1.3462 1.7018
H -1.6076 1.1966 -0.5811
H -0.4949 2.4929 -0.3934
H -0.4803 -2.7727 -0.7349
H -1.6535 -3.6120 -0.4160
O -0.8906 -3.2352 0.0454
H 0.0219 -1.0819 -2.6217
H -1.0629 -0.4863 -1.5755
O -0.8722 -1.1222 -2.2835
```

***

entry 2 is favored, and the nearest alternative lies 0.733 eV above it.

***

Entry 1
This record from OMol25 describes a 2-piece molecular cluster, C3H11NO3 overall. The level of theory is wB97M-V/def2-TZVPD.

Results
Spin multiplicity: 1
SMILES: NC(CO)CO.O
Net charge: 0

```
18
C3H11NO3 (wB97M-V/def2-TZVPD)
C -0.9516 0.3038 0.6668
O -0.9805 -0.7108 1.6602
C 0.3426 0.7565 0.0518
C 0.0272 1.6386 -1.1461
O 1.1427 2.5032 -1.3848
N 1.0510 -0.4524 -0.5282
H -1.4813 1.1615 1.1105
H -1.6112 0.0336 -0.1717
H -0.3750 -1.3935 1.3055
H 1.0414 1.1590 0.7803
H -0.2726 1.0715 -2.0220
H -0.7531 2.3240 -0.7837
H 0.9026 3.4282 -1.4931
H 1.8093 -0.7260 0.0635
H 1.4860 -0.1921 -1.4103
H -0.8843 -3.9931 1.2665
H -1.1177 -3.0499 0.0924
O -0.4363 -3.3967 0.6745
```

***

Entry 2
This record from OMol25 describes C3H11NO3 as an isolated structure. The level of theory is wB97M-V/def2-TZVPD.

Results
Spin multiplicity: 1
Net charge: 0

```
18
C3H11NO3 (wB97M-V/def2-TZVPD)
C -1.1791 -0.4374 -0.3253
C -0.2845 -1.5128 -0.9066
C 1.1698 -1.4569 -0.4343
N -1.1190 -0.2398 1.0474
H -1.8344 0.3722 1.4150
H -0.2047 0.0410 1.4030
H -0.6319 0.7236 -0.7771
H -2.1989 -0.4350 -0.7073
H -0.7182 -2.4879 -0.6470
H -0.3294 -1.4355 -1.9962
H 1.2493 -1.6599 0.6357
H 1.7666 -2.2086 -0.9531
H 1.6057 -0.4746 -0.6210
O 1.2210 2.7551 0.6867
O 0.0782 1.6584 -0.5122
O 0.8594 2.1433 1.8692
H 0.1026 2.6718 2.1725
H 0.4475 1.9829 -1.3494
```

***

Entry 3
This record from OMol25 describes a 3-piece molecular cluster, C3H11NO3 overall. The level of theory is wB97M-V/def2-TZVPD.

Results
Spin multiplicity: 1
SMILES: C[C@H](N)C=O.O.O
Net charge: 0

```
18
C3H11NO3 (wB97M-V/def2-TZVPD)
O 0.6151 0.8805 3.9824
C 0.8968 0.1372 3.0881
C 0.9754 0.5481 1.6372
C -0.3802 0.9364 1.1237
N 1.6433 -0.4182 0.7482
H 0.7699 -0.9999 3.2511
H 1.6067 1.4214 1.5303
H -0.4204 1.3880 0.1235
H -1.1827 0.2126 1.2924
H -0.5859 1.8622 1.7406
H 2.6031 -0.5774 1.0242
H 1.1460 -1.2970 0.8743
H -1.3406 -2.9050 -4.2366
H -2.6570 -2.7577 -3.5139
O -2.2586 -2.6670 -4.3876
H -1.1847 1.8453 -2.6532
H 0.0217 0.8050 -3.0437
O -0.2679 1.5856 -2.5810
```

***

Entry 4
This record from OMol25 describes a 3-piece molecular cluster, C3H11NO3 overall. The level of theory is wB97M-V/def2-TZVPD.

Results
Spin multiplicity: 1
SMILES: NCCC=O.O.O
Net charge: 0

```
18
C3H11NO3 (wB97M-V/def2-TZVPD)
C 1.9947 -0.7957 0.5714
C 0.4677 -0.9635 0.4598
C 0.0526 -1.3564 -0.9260
O -0.8608 -2.0679 -1.2523
N 2.3847 -0.6170 1.9526
H 2.2885 0.0588 -0.0507
H 2.4959 -1.6188 0.0481
H 0.0080 0.0016 0.6910
H 0.1579 -1.7182 1.1840
H 0.6919 -0.8938 -1.7156
H 2.9325 0.2216 2.0812
H 2.9630 -1.3568 2.3259
H -3.1485 0.9885 -1.1841
H -1.9911 0.2386 -0.5481
O -2.2020 1.0689 -0.9952
H -1.7579 2.8230 -0.1490
H -0.5532 3.5158 0.5708
O -1.3775 3.6751 0.1121
```

***

entry 4 is favored, and the nearest alternative lies 0.305 eV above it.